No. 1
123
Properties=species:S:1:pos:R:3:forces:R:3:mulliken_charge:R:1 method="wB97M-V/def2-TZVPD" gap_ev=6.12 max_force_ev_per_a=2.3
Se 0.131704 2.728249 0.502114 0.38 0.75 -0.21 -0.006
H 5.532021 -2.087833 1.609362 0.02 -0.02 -0.01 0.287
O 1.310165 -0.957246 0.357924 0.60 0.03 0.13 0.180
H -0.904099 4.909930 4.209719 -0.02 0.01 0.01 0.433
C 2.475460 2.326410 -2.914602 0.07 -0.17 0.18 1.027
C 2.394467 3.606447 -3.480043 -0.08 0.06 0.03 -0.817
H 4.657696 1.831934 4.565565 0.02 0.00 0.03 0.351
C -4.063338 4.419943 3.096022 -0.04 0.02 0.00 -0.605
H 4.896356 -3.729043 1.836076 0.00 0.00 0.00 0.468
N -1.814250 -2.598116 0.377587 -0.49 -0.31 -0.04 -1.765
O -1.867018 0.936140 1.262525 0.48 -0.07 -0.22 0.066
O -5.096742 -1.114193 -5.100332 0.00 0.02 0.12 -0.508
C 4.172543 1.582516 1.856215 0.01 -0.09 0.07 0.116
H 1.667245 1.142743 -5.195210 -0.08 -0.02 -0.04 0.145
C 1.862473 2.175695 -1.677298 -0.07 0.35 -0.10 -1.160
C 2.421012 -0.322171 0.822099 0.54 0.57 0.15 -0.179
C -4.976332 -1.169422 -6.515698 -0.20 -0.12 -0.17 -0.269
C 1.077419 4.447421 -1.674650 -0.09 -0.10 0.22 -0.722
H 1.404432 0.195030 6.481556 0.00 0.01 -0.01 0.457
H -0.053195 -1.778541 6.836062 0.00 -0.02 -0.02 0.400
C 3.804257 3.816335 2.859743 0.01 -0.04 0.03 -1.361
H -0.571202 1.150820 -4.021582 0.08 -0.02 -0.09 0.290
H 3.187679 0.392510 -5.687586 0.03 0.02 -0.01 0.526
O -2.313654 -0.139512 -0.821391 0.76 -0.02 0.14 -0.637
H 3.482694 5.901321 -4.739425 0.00 -0.02 -0.05 0.384
C -0.526292 -1.337377 3.496275 0.17 0.30 0.29 0.354
C -1.767117 0.403504 -1.809541 -0.60 0.27 -0.37 0.992
C -1.517734 0.675420 -4.238677 -0.02 0.05 0.19 -0.370
O -3.115728 0.059251 2.888812 0.03 0.10 0.06 -0.622
H -1.269932 -2.751950 4.919684 0.00 0.00 0.00 0.448
H -4.993607 -2.210956 -6.848400 0.09 0.02 0.06 0.261
W -0.281475 0.161739 0.283026 -1.84 -1.37 0.13 0.580
C -1.197737 -1.996158 2.412936 0.23 0.16 -0.15 -1.152
H 5.819854 3.159159 4.472082 0.02 -0.01 0.00 0.466
H 0.512263 5.228439 -1.181079 -0.03 0.04 -0.10 0.607
H 3.367243 4.199336 1.936855 0.03 0.01 -0.01 0.265
H 5.620240 3.732085 0.809314 0.02 -0.01 -0.02 0.265
C 4.648762 -2.719569 1.499137 -0.04 0.02 0.05 -1.818
S -0.201298 -1.819274 -1.651370 -0.04 0.22 0.88 -0.541
H -5.001877 4.945000 2.971462 0.00 -0.01 -0.01 0.388
C 1.733774 4.669936 -2.885369 0.10 0.05 -0.14 -0.014
H 3.812856 -3.259500 4.142584 0.02 -0.01 0.01 0.483
O -3.732691 -0.572749 -6.876097 0.14 0.10 -0.03 -0.510
C -1.765193 4.403657 3.791605 0.04 -0.01 0.03 -0.763
H 4.754499 0.032055 3.189049 -0.09 0.04 0.03 0.390
H -0.260049 5.740113 -4.437628 -0.03 0.01 0.00 0.335
H 2.357093 8.055291 -3.019442 -0.01 0.02 0.05 0.443
H 5.309184 0.882573 -4.251465 0.01 0.00 0.01 0.487
C 5.429692 2.288442 3.942991 -0.02 -0.01 -0.13 -2.160
C 2.751881 1.242000 -5.159522 0.06 0.05 0.09 -1.661
C 1.123078 3.202491 -1.087055 -0.15 -0.55 0.33 -0.030
H 6.508737 4.105505 2.290136 -0.01 0.02 -0.02 0.481
C 3.507664 1.852648 0.656378 0.03 0.01 -0.26 -1.477
H -2.057335 -3.510072 -2.626149 -0.14 0.00 -0.03 0.247
C 4.118807 0.288641 2.354043 0.17 0.08 -0.01 -0.595
O 1.866044 0.976310 -0.977203 0.11 0.22 -0.02 0.006
C 5.996457 3.311120 1.743155 -0.05 -0.04 0.01 -1.724
C 0.857400 -0.231262 5.650161 -0.08 0.00 -0.05 -0.563
C 2.260593 -3.072371 2.083852 0.03 0.11 -0.05 -1.686
H -1.293261 0.672437 -6.396602 -0.01 0.02 0.02 0.472
H 3.369684 6.763393 -2.352361 0.01 0.03 0.02 0.353
H 3.544835 -0.871982 -3.870415 0.04 0.04 0.00 0.591
N -2.187356 -3.568035 -1.633608 0.08 -0.07 -0.04 -0.428
C 0.964011 0.340668 4.399320 0.10 0.15 -0.11 -0.336
H 1.802805 7.125375 -1.617221 0.01 0.02 0.01 0.333
C -3.946776 -0.533992 -4.637271 0.13 0.01 -0.13 0.794
H 4.815536 -1.818885 4.012047 -0.03 -0.02 0.06 0.412
H -3.036171 6.130018 3.883054 -0.01 -0.01 0.04 0.397
C -2.315112 0.303745 -3.166140 0.06 0.17 0.01 -0.580
H 5.115327 1.622999 -2.653549 0.02 0.00 0.01 0.232
C -1.912999 0.418489 -5.547681 -0.03 -0.01 -0.23 -1.215
C -1.492652 -2.685673 -0.865051 0.30 0.02 -0.02 0.749
C 2.657615 0.899030 0.171433 0.22 -0.58 -0.10 0.637
C -3.129211 -0.199823 -5.714658 -0.15 -0.03 0.21 1.109
C -1.659718 3.076150 3.409960 -0.07 0.00 0.01 0.066
C 4.859072 2.729049 2.592090 0.10 0.02 0.03 1.902
H 1.412240 -2.753998 2.686598 -0.03 -0.03 -0.01 0.240
C 0.217566 6.453065 -3.763101 0.13 -0.01 -0.01 -1.660
H 6.246739 1.574729 3.820084 0.00 -0.01 0.03 0.362
H 4.385375 -2.763729 0.440658 0.03 0.00 -0.01 0.324
C -3.966009 3.087046 2.724641 -0.03 -0.10 0.00 -0.467
H -3.062751 -3.909477 -1.274307 0.04 -0.05 0.00 0.253
H -4.171590 -0.581165 -2.491933 -0.01 -0.05 -0.03 0.584
C 2.420336 6.121763 -4.859763 -0.05 -0.01 0.11 -2.103
O -0.652720 0.992757 -1.578203 0.07 0.18 -0.50 0.033
C 3.286576 -0.716232 1.843859 -0.38 -0.17 -0.25 0.763
H 2.521470 -4.092676 2.373973 0.03 0.02 0.05 0.601
H 3.561571 -0.315354 -2.199784 -0.05 -0.01 0.05 0.226
C -2.962223 5.083272 3.617056 0.00 0.02 0.01 -0.504
C 2.341499 7.063212 -2.563224 -0.05 -0.06 -0.09 -1.669
H 4.253801 4.649823 3.404706 0.00 0.01 -0.02 0.465
H 3.618059 2.798476 0.141822 -0.09 0.03 0.04 0.767
C 1.682320 6.057420 -3.519965 -0.02 0.05 -0.01 1.921
H 6.724612 2.534857 1.501117 0.02 0.02 -0.02 0.366
C -2.584226 1.012130 2.369701 -0.44 -0.29 -0.03 -0.001
H 4.908587 2.600679 -4.114207 0.03 0.00 0.02 0.279
H -5.794901 -0.616161 -6.982260 0.05 0.06 0.07 0.257
C 4.737230 1.615369 -3.677582 -0.04 -0.02 -0.02 -1.728
O 0.362520 0.411113 2.141806 0.23 0.31 -0.03 1.058
H 1.960042 -3.088589 1.039825 -0.05 0.00 -0.06 0.238
C 0.044022 -1.345204 5.849976 0.01 -0.01 0.14 -1.088
H 0.175310 7.444161 -4.219988 -0.05 0.01 0.02 0.451
H 2.872222 3.755926 -4.436339 0.01 0.05 0.02 0.390
H 2.030109 -0.446528 -3.081424 -0.05 -0.06 0.06 0.363
C 0.267168 -0.193081 3.312023 -0.24 -0.42 0.05 1.139
H -1.790487 -2.872236 2.652268 -0.02 -0.03 -0.05 0.504
H 3.090233 -1.664924 4.403531 0.01 -0.02 0.02 0.198
H -0.352104 6.476966 -2.834558 -0.02 0.02 0.00 0.346
C 3.470062 -2.161085 2.318811 -0.02 -0.06 0.06 2.138
H 2.986396 3.412764 3.461219 0.00 0.01 0.01 0.210
H -4.825054 2.567966 2.318461 0.02 -0.01 -0.02 0.443
H 2.331028 7.130081 -5.266821 0.02 0.00 -0.01 0.464
C 3.081497 -0.176183 -3.167498 -0.02 0.06 0.01 -2.124
C -0.637003 -1.883176 4.781172 -0.04 -0.07 -0.12 -0.815
H 3.033947 2.146729 -5.698251 -0.04 -0.01 -0.01 0.364
C -3.566346 -0.306758 -3.344804 -0.05 -0.02 0.03 -1.034
C 3.820526 -2.219829 3.811334 0.02 0.03 -0.05 -1.748
N -1.106644 -1.707039 1.162737 -0.20 0.13 -0.01 1.052
H 1.992846 5.429803 -5.587670 0.03 -0.01 -0.01 0.383
C -2.757048 2.419817 2.862384 0.29 0.07 -0.08 0.222
C 3.245444 1.251953 -3.699675 0.04 -0.04 -0.01 2.303
H -0.725306 2.544452 3.538247 0.05 0.01 -0.08 0.449
H 1.588479 1.207084 4.218112 0.01 -0.01 0.02 0.388


No. 2
7
Properties=species:S:1:pos:R:3:forces:R:3:nbo_charge:R:1 method="wB97M-V/def2-TZVPD" gap_ev="7.10 / 6.56" max_force_ev_per_a=6.9
C 0.472411 0.183252 -0.458349 0.75 -0.48 -1.99 0.536
O -1.504065 1.314370 1.423247 3.13 -4.11 -1.90 -0.478
F 1.720279 -0.298019 -0.546661 0.08 -0.11 0.27 -0.306
Br -0.358173 -1.788057 1.548291 0.35 -0.28 -0.16 0.398
C -0.283829 -0.257205 0.686168 -4.35 4.64 2.68 0.064
Br -0.570814 -0.631645 -1.991256 0.15 0.25 0.78 0.049
F 0.524190 1.477304 -0.661439 -0.12 0.09 0.32 -0.263


No. 3
123
Properties=species:S:1:pos:R:3:forces:R:3:mulliken_charge:R:1 method="wB97M-V/def2-TZVPD" gap_ev=9.92 smiles="C[C@H]1COC(=O)O1.C[C@H]1COC(=O)O1.C[C@H]1COC(=O)O1.COC(=O)OC.COC(=O)OC.COC(=O)OC.COC(=O)OC.COC(=O)OC.COC(=O)OC.CCCC#N" max_force_ev_per_a=10.6
C 4.101084 -0.486567 4.017332 0.81 1.21 -1.87 0.379
H 5.624050 -2.099857 6.005180 1.16 -1.43 0.07 0.235
H -0.906108 -0.698170 -3.446462 0.28 1.02 0.15 -1.323
H 1.024152 -3.192885 3.086754 1.14 -0.86 0.78 0.383
H 1.982313 3.419061 1.681616 -0.59 0.80 1.55 -0.131
O -2.208403 4.315615 -1.893878 -4.86 4.43 -4.56 -0.512
H -0.240128 3.229086 -2.000762 0.23 -0.12 -0.66 0.220
O -1.010828 -0.880040 -6.344943 1.27 0.60 -0.47 -0.354
H 0.753357 6.547805 -0.106640 -0.12 -0.80 -0.64 0.395
H 0.468859 2.298536 -3.344364 0.70 -0.33 1.05 -0.055
H -1.386987 8.446471 3.745836 0.12 0.38 -0.08 0.368
O -0.545194 0.805363 -4.896557 0.42 -0.74 -0.98 -0.324
O 1.865048 -2.413061 -3.026149 -1.19 -3.00 0.06 -0.092
H 0.867495 -0.799033 0.371145 -0.05 -0.18 -0.54 0.072
O 0.862446 -4.856375 0.012445 1.78 2.11 -1.48 0.083
H -1.452799 4.049320 -4.333563 1.75 -0.57 1.12 0.133
C -2.682325 0.696079 -3.583975 2.76 1.01 2.38 -1.143
C -0.396555 6.618810 2.286742 -6.38 3.99 -3.72 0.687
H -1.735217 -1.620049 -0.000932 -0.10 0.75 0.97 0.779
H -2.894250 -0.848916 -5.632230 -0.50 0.01 -0.10 0.406
C 0.716369 2.967874 -2.494159 -2.68 0.59 -0.45 -0.256
C -0.431870 -5.103890 -3.537444 -0.20 -2.05 1.64 -1.056
O 3.603007 -1.676134 3.643910 -0.56 0.35 0.47 0.037
C -1.896960 -1.065162 -5.290557 -0.01 1.24 1.35 -0.136
C -3.581242 -2.521099 -1.855639 -1.08 1.78 -0.14 0.570
C -4.818390 -3.276128 -1.987001 -2.79 -2.22 -0.19 -0.078
O 1.864129 4.213523 3.796975 0.01 0.42 -0.35 -0.399
C -4.420354 -3.567340 2.456343 -1.23 0.14 0.09 -0.674
O 4.903317 -0.589764 5.071596 0.00 2.51 -1.41 -0.374
C 1.186884 -3.379560 -3.709133 -0.13 0.00 -6.76 0.523
C -3.054809 5.093282 -2.674791 3.70 -2.88 4.24 0.692
H -3.272552 -2.170993 -2.890283 -0.44 -0.07 1.34 -0.562
O -3.855719 6.065594 -2.178012 1.02 -1.74 -3.87 -0.356
H -0.804408 1.183138 2.764407 -0.90 -1.72 0.80 0.525
H -1.963926 7.203418 4.710068 -0.73 -1.31 0.25 0.308
H -0.531672 8.038576 5.258428 0.41 -0.62 -0.60 0.240
H 0.757712 4.659441 0.036776 -0.10 0.95 -0.17 -0.192
C 0.269447 5.630331 0.270146 2.62 0.22 0.35 -0.202
H -1.114061 -1.420576 -1.554563 0.41 0.11 -0.48 -0.620
H 5.504311 -3.265872 3.727736 1.72 0.09 -0.72 0.474
O 0.779916 2.468288 4.572289 -0.41 -1.15 0.85 -0.383
H 4.205393 -2.753658 1.240411 -0.63 -0.80 0.03 0.118
H -0.691263 2.741431 2.252905 -1.03 2.33 0.72 0.516
H 4.211613 -1.441436 6.649704 -0.77 -0.85 0.14 0.302
C -1.297466 -2.165763 -0.801064 -0.59 0.01 -0.62 0.682
O 0.436298 0.362836 -1.695020 4.83 4.82 4.59 0.269
O 1.507115 2.479751 -1.392100 0.99 -1.53 0.73 -0.354
O 0.506535 0.725857 -6.947889 -2.35 -1.62 2.74 -0.618
C 4.707111 -3.715110 4.232090 -1.32 -0.36 1.86 -1.477
H 2.237434 -0.778383 1.467819 0.07 1.33 -1.56 -0.412
H 1.025329 3.911813 -2.998032 0.98 -0.64 1.17 0.357
O 3.948814 0.486508 3.340084 -0.03 0.21 0.41 -0.483
C -0.124899 1.887667 2.421916 2.11 0.80 -0.55 -1.712
C 1.151974 2.091879 3.281641 0.20 -1.54 -2.47 2.024
O -0.862730 -3.502212 2.632673 -1.14 -1.23 0.63 -0.253
C -2.067403 -3.048676 2.510786 -3.42 9.87 -1.70 0.811
H -3.761979 5.382851 -0.338152 0.11 1.24 0.32 0.238
H -1.437663 -4.777625 -3.780299 0.24 0.67 -0.29 0.355
H 3.107916 -1.386811 -4.483683 -0.58 -0.95 0.34 0.350
H 3.146025 2.901540 2.807484 0.60 -0.15 0.64 0.356
H -0.874163 -5.769437 0.044076 -0.90 -0.09 -0.95 0.299
O 0.430797 -4.183034 -2.909861 1.65 2.43 -0.79 0.204
H -1.826154 -2.030662 -4.852906 0.02 -1.19 -0.20 0.151
H 4.469697 -2.959158 -0.452043 0.65 0.91 -0.97 0.395
O 2.342063 -5.123501 1.878251 -2.37 4.01 -7.01 -0.674
O -0.233450 6.788006 3.567550 1.18 -1.28 -0.03 -0.191
C -1.401406 -0.060853 -4.189786 -3.66 -0.60 -0.39 2.147
H -2.678809 6.787701 -0.675286 -0.74 0.17 0.23 0.175
H -3.863194 -1.699511 -1.158397 0.08 0.25 -0.98 0.360
C -1.058134 7.634993 4.382604 0.12 1.66 -1.02 -0.758
N -5.831113 -3.870064 -2.058504 2.80 1.65 0.17 -0.537
O -1.476093 7.338493 1.589489 6.35 -4.28 3.64 -0.662
C -2.443422 -3.153352 -1.190579 3.78 -1.73 1.02 -0.208
H 2.556147 -1.109363 -0.328406 -1.11 0.52 0.89 -0.120
C 2.283570 -1.284845 -3.744613 0.17 1.46 -1.93 -0.267
H -4.596603 -2.889805 1.676358 -0.12 1.12 -1.13 0.301
C 4.665051 -1.781768 5.717608 -0.57 1.20 1.47 -0.579
C -2.399304 4.155974 -4.747329 0.65 -0.07 -1.44 -0.437
H 4.742505 -4.368576 0.434870 -0.78 0.32 0.70 0.336
H -0.544157 -5.891705 -2.767210 -0.29 0.50 -0.02 0.314
C 1.295341 1.215971 -0.962510 -4.89 -3.19 -6.54 -0.253
O 1.206282 -3.493925 -5.089241 -0.19 0.79 8.39 -0.663
O 0.615042 4.400256 5.716284 1.56 -1.77 -2.20 -0.621
C 1.946205 -4.512295 0.629934 4.04 -4.18 6.44 0.646
C 0.205245 -2.602539 2.818005 0.29 1.13 -2.02 -0.608
C 0.047570 -5.798823 0.554744 -1.57 -1.01 4.29 -0.884
H 1.710229 1.125820 3.312594 -0.46 0.75 0.21 -0.964
H -4.547562 7.026952 -0.559111 0.90 -0.26 -0.18 0.233
O -3.153554 5.021277 -3.990193 -1.93 1.33 2.29 -0.348
H -2.047278 -3.947029 -1.812608 0.15 -0.20 -0.29 0.028
O 0.425328 5.758991 1.678992 -1.09 1.07 2.58 -0.083
O -2.384599 -1.700701 2.287550 2.43 -6.87 1.37 -0.665
H -0.724821 5.607854 0.026803 -2.45 -0.07 -0.74 0.143
C 3.859492 -2.550773 4.699093 1.35 -2.55 1.32 0.554
H 2.711461 -0.546553 -3.051198 -0.91 -0.30 0.12 0.137
H 2.980933 -2.888299 5.176335 -1.41 -0.34 0.09 0.274
C -3.691853 6.381895 -0.850307 0.14 -1.24 2.59 -0.384
H -0.330996 -2.571179 -0.432281 -0.82 -0.27 -0.59 -0.569
H -2.201609 4.742558 -5.638825 -0.37 -0.53 -0.61 0.405
C 1.912887 -0.514409 0.396518 0.76 -2.54 0.74 0.707
H 4.137189 -4.345021 3.623473 -0.77 -0.86 -1.49 0.240
H -5.025679 -4.453714 2.248564 0.80 -0.30 0.01 0.273
C 2.120840 3.216149 2.790941 -1.08 -1.16 -0.21 0.228
H 0.050515 -1.731112 3.402306 -0.80 0.27 1.26 0.619
H -3.363861 1.259522 -4.213666 0.32 -0.39 -0.84 0.524
H -2.522972 -3.635644 -0.216521 -1.47 -0.24 -0.05 0.089
O 2.021389 0.840375 0.038392 0.40 1.52 0.47 -0.226
O -3.062216 -3.860293 2.552566 1.78 -3.34 0.64 -0.343
H 0.449591 -6.809524 0.625911 0.35 0.17 -0.42 0.344
H 0.456472 -2.141868 1.865821 -0.09 -0.27 -0.39 -0.104
H -0.205428 -5.501450 1.635565 0.43 -0.56 -1.49 0.215
C 1.068621 3.719768 4.793118 -0.91 3.42 1.42 0.480
O 2.765393 -3.756704 -0.098039 -1.04 -0.37 1.43 0.012
H 0.039282 -5.671718 -4.291692 0.52 0.11 -1.47 0.360
H -2.184345 1.541673 -2.894529 -1.40 -1.95 -0.98 0.009
H -4.833648 -3.146800 3.353436 0.27 0.36 0.65 0.321
H -3.316687 -0.008151 -2.983097 0.86 0.72 -0.35 0.104
H -2.828841 3.172078 -4.912373 -0.32 0.26 -0.09 0.150
H 1.389589 -0.945446 -4.324064 0.97 0.35 0.62 -0.125
H 0.072960 1.751715 1.372141 0.76 -1.02 -0.37 0.045
H 4.961361 -4.368066 5.094572 0.37 0.71 -0.42 0.387
C -0.273224 0.229668 -6.125444 2.00 1.96 -2.37 0.475
C 4.108837 -3.460616 0.401192 0.08 -0.60 -0.49 -0.766


Computed values of ΔE to the lowest compared entry with this formula, charge and spin (unit: kJ/mol) for the preceding records, in sequence: 274.6, 743.2, 219.2.
Computed values of molar mass (unit: g mol⁻¹) for the preceding records, in sequence: 1150.90, 237.82, 915.84.